{"formula": "C13H26LuN6O6", "method": "wB97M-V/def2-TZVPD", "e_tot_ev": -68738.31156, "orbital_gap_ev": [4.6, 4.6], "total_charge": 1, "species": ["O", "H", "Lu", "N", "N", "N", "N", "O", "O", "O", "O", "C", "C", "C", "C", "C", "H", "H", "H", "C", "H", "H", "H", "C", "C", "H", "H", "H", "H", "H", "H", "H", "H", "C", "H", "H", "H", "O", "H", "H", "C", "C", "N", "C", "C", "N", "H", "H", "H", "H", "H", "H"], "positions_angstrom": [[3.6804, 1.4279, -0.5528], [4.4679, 1.5497, -1.1093], [0.5725, 0.3510, -0.5233], [1.3311, 1.7524, 1.1949], [1.4197, -0.7754, 1.4051], [-0.9612, 0.5205, -2.2161], [-0.6422, -1.6171, -0.9231], [1.0704, 2.9933, 1.1647], [-0.9434, 1.7209, -2.8978], [-0.5605, -2.7208, -0.1119], [1.3032, -2.0644, 1.5656], [2.2971, -0.1147, 2.2223], [2.2852, 1.2926, 2.0730], [-1.7012, -0.4823, -2.6914], [-1.5307, -1.7064, -1.9362], [3.2169, 2.2602, 2.6807], [3.9252, 2.6116, 1.9146], [3.7810, 1.8047, 3.4949], [2.6525, 3.1236, 3.0515], [3.1633, -0.8602, 3.1686], [3.8046, -1.5633, 2.6180], [2.5415, -1.4291, 3.8769], [3.7998, -0.1670, 3.7281], [-2.6602, -0.3547, -3.8206], [-2.3493, -2.9196, -2.2245], [-2.3904, 0.4958, -4.4524], [-3.6874, -0.1978, -3.4601], [-2.6464, -1.2715, -4.4193], [-2.1309, -3.7024, -1.4905], [-2.1285, -3.3074, -3.2301], [-3.4251, -2.6860, -2.1962], [-0.0349, 2.0825, -2.5052], [0.1781, -2.4778, 0.5768], [2.2469, -0.9550, -1.5002], [3.2747, -0.6028, -1.3628], [2.0239, -0.9635, -2.5791], [2.2131, -1.9991, -1.1522], [1.2779, 1.9637, -1.7862], [2.9355, 1.8776, -1.0221], [1.7815, 1.8134, -2.6117], [-3.6602, 0.2916, -0.1704], [-2.7939, 0.4237, 1.0220], [-1.4688, 0.4591, 1.1142], [-1.1840, 0.5297, 2.4851], [-2.3473, 0.5836, 3.1992], [-3.3531, 0.5111, 2.2546], [-3.5694, -0.7263, -0.5817], [-4.7022, 0.4686, 0.1285], [-3.3502, 1.0222, -0.9262], [-0.1607, 0.5370, 2.8246], [-2.5084, 0.6685, 4.2609], [-4.3534, 0.5281, 2.4287]], "forces_ev_per_a": [[0.2, 0.8, -0.1], [-0.4, 0.0, 0.3], [-0.4, 0.3, -0.5], [-1.4, 4.0, -0.7], [-0.8, -3.9, -0.5], [-1.7, -1.3, -2.2], [-2.6, -1.2, -2.1], [1.1, -3.8, 0.4], [0.1, -0.7, 0.6], [0.7, 0.7, 0.3], [0.9, 4.0, 0.2], [0.7, 1.6, 0.3], [1.0, -1.6, 0.6], [1.5, 3.2, 0.7], [2.0, -0.7, 3.2], [0.1, 0.1, 0.5], [-0.3, -0.1, 0.1], [-0.1, 0.2, -0.1], [0.2, -0.1, -0.1], [0.2, 0.1, 0.2], [-0.3, 0.1, 0.2], [0.2, 0.1, -0.3], [-0.2, -0.3, -0.1], [0.2, -0.1, -0.4], [0.0, -0.3, 0.1], [0.0, -0.1, 0.2], [0.3, -0.1, 0.0], [-0.1, 0.2, 0.1], [-0.1, 0.2, -0.2], [0.0, 0.1, 0.3], [0.3, 0.0, 0.0], [-0.9, -0.1, -0.4], [-1.1, -0.6, -1.1], [0.7, -1.1, 0.2], [-0.4, 0.0, 0.0], [-0.2, 0.2, 0.2], [-0.1, 0.1, -0.1], [0.5, 0.0, -0.5], [0.5, -0.2, 0.1], [-0.4, 0.0, 0.7], [0.1, 0.0, -0.3], [0.3, 0.2, 0.7], [0.0, -0.2, 0.3], [-0.7, 0.1, -0.5], [0.5, -0.1, -0.4], [0.2, 0.0, 0.2], [-0.1, 0.4, 0.1], [0.3, 0.0, -0.3], [-0.2, -0.2, 0.1], [-0.4, 0.1, 0.2], [-0.2, 0.0, -0.1], [0.4, 0.0, 0.0]]}

=====

{"formula": "C17H45F4N8O17S4", "method": "wB97M-V/def2-TZVPD", "e_tot_ev": -119280.29993, "orbital_gap_ev": 6.5, "total_charge": 1, "species": ["C", "C", "O", "H", "H", "H", "H", "H", "C", "C", "O", "N", "H", "H", "C", "H", "H", "H", "H", "H", "H", "C", "C", "O", "N", "H", "H", "C", "H", "H", "H", "H", "H", "H", "C", "C", "O", "N", "H", "H", "C", "H", "H", "H", "H", "H", "H", "C", "C", "O", "N", "H", "H", "C", "H", "H", "H", "H", "H", "H", "C", "C", "O", "N", "H", "H", "C", "H", "H", "H", "H", "H", "H", "N", "S", "O", "O", "F", "S", "O", "O", "F", "N", "S", "O", "O", "F", "S", "O", "O", "F", "N", "O", "O", "O"], "positions_angstrom": [[-11.1169, 1.3360, -17.4169], [-12.4675, 1.3339, -16.7059], [-12.5013, 0.8159, -15.3913], [-10.3790, 1.9333, -16.8811], [-11.3357, 1.8517, -18.3588], [-10.7588, 0.3432, -17.7064], [-13.2660, 0.9167, -17.3394], [-12.8797, 2.3463, -16.5984], [-8.7759, -2.1240, -13.1421], [-10.0117, -1.3792, -13.5851], [-10.8389, -0.9880, -12.8374], [-10.0097, -0.9711, -15.0203], [-10.7549, -0.2770, -15.2264], [-9.1169, -0.4548, -15.1023], [-10.2906, -2.0704, -16.0330], [-8.1496, -2.6052, -13.8915], [-8.9840, -2.9367, -12.4402], [-8.1852, -1.4876, -12.4795], [-10.2575, -3.0910, -15.6631], [-9.5130, -1.9851, -16.7913], [-11.2513, -1.7612, -16.4401], [-11.5623, 4.6245, -14.9212], [-11.9585, 4.0080, -13.6096], [-12.6957, 4.5511, -12.8571], [-11.3691, 2.6419, -13.2734], [-11.9779, 2.0591, -13.8721], [-10.3902, 2.6331, -13.5793], [-11.5845, 2.1724, -11.8629], [-12.2148, 4.2174, -15.6945], [-10.5132, 4.3482, -15.0808], [-11.5373, 5.7088, -14.9651], [-12.6534, 2.0635, -11.7112], [-11.2137, 2.9213, -11.1686], [-11.0274, 1.2492, -11.7460], [-12.6748, -1.2832, -21.2864], [-11.3607, -1.6912, -20.7100], [-10.4508, -0.9836, -20.4383], [-11.2349, -3.1492, -20.3425], [-10.8873, -3.1524, -19.3787], [-12.0454, -3.7764, -20.2866], [-10.2446, -3.9300, -21.1949], [-12.5314, -0.3359, -21.8042], [-13.1826, -0.9578, -20.3683], [-13.1642, -2.0568, -21.8680], [-9.3128, -3.3792, -21.2717], [-10.7410, -4.0561, -22.1543], [-10.0927, -4.9034, -20.7364], [-10.3528, 3.1796, -21.0739], [-9.1885, 3.8118, -21.7621], [-8.5667, 4.7271, -21.3650], [-8.8312, 3.2028, -23.0960], [-9.6629, 3.0975, -23.6825], [-8.2645, 3.8447, -23.6621], [-8.0038, 1.9281, -23.0179], [-11.2829, 3.2163, -21.6369], [-10.4400, 3.6819, -20.1085], [-10.0986, 2.2100, -20.6264], [-8.7725, 1.1764, -22.8510], [-7.3666, 1.9850, -22.1387], [-7.3951, 1.7105, -23.8892], [-15.1275, 1.0313, -13.6082], [-15.4002, -0.3926, -13.9375], [-16.3269, -0.9525, -13.4475], [-14.4765, -1.1949, -14.7999], [-15.0254, -1.5422, -15.6168], [-13.7678, -0.5449, -15.1972], [-13.7966, -2.2829, -14.0392], [-14.5502, 1.1529, -12.6925], [-16.0806, 1.5467, -13.5045], [-14.6233, 1.5891, -14.4005], [-14.5533, -2.9987, -13.7300], [-13.1982, -1.8464, -13.2445], [-13.1209, -2.8454, -14.6828], [-14.8448, 5.9929, -19.0603], [-15.7404, 5.7330, -20.3335], [-16.6619, 4.6394, -20.1936], [-15.1309, 6.0685, -21.5894], [-16.7543, 6.9674, -20.0900], [-13.7799, 4.7050, -19.2707], [-12.5673, 4.9679, -20.0557], [-14.2283, 3.3380, -19.2199], [-13.1327, 4.7677, -17.8015], [-15.7671, -2.5430, -16.8987], [-15.0197, -2.7312, -18.3876], [-15.6946, -3.3545, -19.4722], [-13.5750, -2.9274, -18.3662], [-15.0770, -1.1713, -18.7457], [-15.8133, -4.0684, -16.6359], [-14.5415, -4.6255, -16.2371], [-16.6287, -4.9224, -17.4725], [-16.6327, -4.0332, -15.2560], [-8.0569, 2.5696, -14.4509], [-7.0521, 2.6723, -15.1653], [-8.8124, 1.5647, -14.5077], [-8.4879, 3.5663, -13.8354]], "forces_ev_per_a": [[-1.0, 0.6, -0.4], [-1.1, 0.5, 1.1], [0.9, -1.4, 0.2], [0.2, -0.3, 0.1], [0.3, 0.1, -0.1], [0.1, -0.1, 0.3], [0.3, -0.6, -0.2], [0.6, 0.4, -0.6], [0.2, -0.9, 0.5], [1.1, -0.2, 0.8], [-0.7, 0.1, -0.3], [-0.1, -0.4, 0.0], [-0.8, 0.8, 0.6], [0.0, 0.1, -0.5], [0.8, 0.9, -0.3], [0.0, 0.5, -0.3], [-0.7, 0.1, -0.2], [0.1, 0.5, -0.5], [-0.2, 0.2, 0.5], [-0.1, 0.0, -0.1], [-0.1, -0.6, -0.1], [1.3, -1.2, 0.0], [0.0, 2.0, 0.0], [-0.1, -0.8, 0.8], [-1.5, 0.9, 0.3], [0.6, -1.0, -1.0], [0.5, -0.3, -0.2], [0.3, 0.7, -0.4], [0.2, 0.1, -0.2], [-0.2, -0.3, -0.5], [-0.7, 0.0, 0.6], [0.1, -0.2, 0.1], [0.0, 0.0, -0.1], [-0.2, -0.1, 0.0], [0.9, 0.5, 0.6], [-1.2, 0.8, -0.7], [0.4, -0.5, 0.1], [1.2, -1.7, 0.9], [0.0, 0.1, 0.0], [-0.8, 1.0, -0.1], [-0.4, 0.3, -0.1], [0.0, -0.2, -0.4], [-0.7, -0.5, -0.1], [-0.3, 0.1, 0.2], [-0.1, 0.0, 0.0], [0.3, 0.0, -0.1], [0.0, 0.1, 0.1], [0.7, -0.2, 1.2], [-1.2, 0.2, 1.5], [0.7, 0.1, -0.6], [1.4, 0.2, -2.1], [-0.2, -0.4, 0.3], [0.0, 0.5, 0.6], [-1.2, -0.4, 1.0], [0.0, -0.1, 0.1], [-0.5, 0.8, -0.5], [0.0, -0.5, -1.0], [0.5, -0.4, 0.0], [0.0, 0.2, 0.0], [-0.3, 0.4, -0.3], [0.3, 1.2, -1.2], [-0.7, -0.1, 1.2], [0.0, -0.7, -0.4], [0.3, 0.9, -0.2], [0.1, -0.4, 0.3], [0.8, 0.7, 0.0], [-0.1, -0.4, -0.4], [0.0, -0.3, 0.0], [-0.1, -0.3, 0.4], [0.4, -0.4, 0.0], [0.0, 0.2, 0.4], [-0.3, 0.0, 0.2], [-0.1, 0.2, -0.3], [2.6, -3.1, -0.6], [-4.3, 2.1, -1.0], [1.0, -0.1, -0.6], [0.1, -0.8, 0.4], [0.8, -0.2, 0.0], [2.8, 0.6, 2.3], [-2.0, -0.1, 0.2], [-0.6, 0.7, -1.0], [-0.2, 0.7, 0.4], [1.1, 0.2, -3.5], [1.3, 3.9, -2.1], [-0.2, 0.0, 0.7], [-0.4, -0.1, 0.5], [-0.1, -0.3, 0.3], [-2.2, -6.5, 3.8], [-0.2, 0.7, -0.2], [0.9, 1.7, 0.6], [0.4, 0.5, -0.6], [0.2, 2.2, -2.0], [-0.4, -0.9, 0.9], [-0.3, -1.7, 0.3], [-0.1, -0.3, 0.7]]}

=====

{"formula": "C6H7NO", "method": "wB97M-V/def2-TZVPD", "e_tot_ev": -9867.42546, "orbital_gap_ev": 9.3, "relative_energy_ev": 5.2323, "species": ["C", "C", "C", "C", "C", "C", "H", "H", "H", "H", "H", "H", "H", "N", "O"], "positions_angstrom": [[0.5176, 1.7669, 0.1046], [-0.4305, 0.5408, -0.1260], [-0.6418, -0.5659, 1.0457], [-0.1214, -0.7191, -0.8893], [1.0380, -1.4020, -0.4494], [0.7419, -1.3413, 0.8838], [1.4674, 1.2919, 0.7963], [-1.4137, 0.9647, -0.2597], [-1.1326, -0.4723, 1.9149], [-2.3525, -1.1624, -0.4600], [-0.3772, -0.6367, -2.0101], [2.0716, -1.5651, -0.8799], [1.4214, -1.6145, 1.6065], [-1.2753, -1.3837, -0.1131], [0.3274, 2.9005, -0.4166]], "forces_ev_per_a": [[0.7, 0.4, -1.2], [0.5, 2.1, 3.1], [3.0, -1.6, -5.9], [-5.2, 1.3, -6.2], [2.3, 0.1, 3.7], [-0.2, 0.8, -1.4], [-1.8, 2.3, -1.6], [-0.3, 0.0, -0.8], [-1.5, 0.5, 3.2], [3.8, 0.2, 1.2], [0.7, -0.3, 1.5], [-1.8, -0.1, 0.3], [1.0, -0.6, 2.0], [-2.3, -0.6, -0.4], [1.1, -4.4, 2.6]]}

=====

{"formula": "C27H44O2", "method": "wB97M-V/def2-TZVPD", "e_tot_ev": -32807.90416, "orbital_gap_ev": 9.0, "smiles": "C=C1/C(=C/C=C2/CCC[C@]3(C)[C@@H]([C@H](C)CCCC(C)C)CC[C@@H]23)C[C@@H](O)C[C@@H]1O", "relative_energy_ev": 0.2925, "species": ["C", "C", "C", "C", "C", "C", "C", "C", "C", "C", "C", "C", "C", "C", "C", "C", "C", "C", "C", "C", "C", "C", "C", "C", "C", "O", "C", "C", "O", "H", "H", "H", "H", "H", "H", "H", "H", "H", "H", "H", "H", "H", "H", "H", "H", "H", "H", "H", "H", "H", "H", "H", "H", "H", "H", "H", "H", "H", "H", "H", "H", "H", "H", "H", "H", "H", "H", "H", "H", "H", "H", "H", "H"], "positions_angstrom": [[0.7086, 3.1188, -3.2805], [0.2953, 1.8966, -2.9746], [-0.9884, 1.6150, -2.3118], [-1.3380, 2.2538, -1.1888], [-2.5446, 1.9903, -0.4209], [-2.6181, 1.8294, 0.9016], [-3.9104, 1.4493, 1.5757], [-3.8113, 0.0358, 2.1730], [-2.5708, -0.1455, 3.0532], [-1.2953, 0.3033, 2.3296], [-1.0597, -0.5968, 1.1145], [-0.0588, 0.4082, 3.2704], [0.9074, -0.7966, 3.2793], [1.5743, -0.9031, 4.6531], [1.9942, -0.7672, 2.1868], [2.2147, -2.1242, 1.5210], [3.2863, -2.0348, 0.4349], [3.3841, -3.2913, -0.4376], [4.6951, -3.2776, -1.2216], [2.2090, -3.3753, -1.4096], [0.6139, 1.7607, 2.9265], [-0.0875, 2.2765, 1.6657], [-1.5069, 1.7792, 1.9005], [-1.7935, 0.5158, -2.9489], [-0.9496, -0.7527, -3.1484], [-1.6933, -1.7761, -3.7687], [0.3189, -0.4121, -3.9361], [1.1443, 0.6665, -3.2209], [1.6860, 0.1905, -2.0039], [1.6647, 3.2949, -3.7432], [0.0966, 3.9834, -3.0862], [-0.6627, 3.0005, -0.7974], [-3.4575, 1.8809, -0.9962], [-4.1209, 2.1599, 2.3802], [-4.7423, 1.4852, 0.8698], [-4.7057, -0.1633, 2.7677], [-3.7941, -0.6917, 1.3603], [-2.6938, 0.4480, 3.9633], [-2.4900, -1.1935, 3.3512], [-1.0489, -1.6422, 1.4119], [-0.1182, -0.3670, 0.6310], [-1.8494, -0.4633, 0.3810], [-0.4541, 0.4776, 4.2893], [0.3054, -1.7003, 3.1460], [2.2759, -1.7342, 4.6680], [0.8345, -1.0700, 5.4337], [2.1177, 0.0105, 4.8853], [2.9385, -0.4370, 2.6258], [1.7436, -0.0503, 1.4065], [2.5123, -2.8629, 2.2691], [1.2755, -2.4621, 1.0812], [4.2520, -1.8548, 0.9136], [3.0772, -1.1807, -0.2139], [3.3739, -4.1751, 0.2112], [5.5491, -3.2621, -0.5478], [4.7745, -4.1596, -1.8537], [4.7404, -2.3943, -1.8549], [2.1809, -2.4810, -2.0280], [2.3107, -4.2431, -2.0577], [1.2623, -3.4606, -0.8821], [0.4523, 2.4686, 3.7415], [1.6876, 1.6664, 2.7874], [0.3545, 1.8339, 0.7753], [-0.0303, 3.3614, 1.5812], [-1.8650, 2.3123, 2.7915], [-2.1369, 0.8559, -3.9337], [-2.6689, 0.2703, -2.3482], [-0.6836, -1.1758, -2.1725], [-1.9386, -1.4866, -4.6553], [0.9234, -1.3130, -4.0587], [0.0434, -0.0423, -4.9278], [2.0177, 0.9254, -3.8283], [0.9561, 0.0241, -1.3950]], "forces_ev_per_a": [[0.0, 0.0, -0.1], [0.3, 0.1, 0.0], [-0.1, 0.1, 0.1], [0.3, -0.1, -0.2], [-0.4, 0.1, 0.2], [-0.2, 0.2, 0.0], [-0.1, -0.2, -0.2], [0.0, 0.1, 0.2], [0.0, -0.1, -0.2], [-0.2, 0.0, 0.3], [-0.1, 0.1, 0.1], [0.0, -0.1, 0.0], [0.0, 0.2, 0.2], [-0.2, -0.1, -0.2], [-0.3, -0.4, 0.0], [0.2, 0.4, -0.1], [-0.2, -0.4, 0.2], [0.1, 0.2, -0.1], [-0.2, -0.1, 0.2], [0.1, -0.1, 0.2], [0.0, 0.0, 0.0], [0.0, 0.1, 0.2], [0.3, 0.0, -0.3], [0.0, -0.2, 0.2], [0.1, 0.4, -0.1], [-0.2, -0.3, -0.2], [0.1, -0.1, 0.4], [-0.1, 0.1, -0.6], [0.1, -0.2, 0.4], [0.2, 0.0, -0.1], [-0.2, 0.1, 0.0], [0.2, 0.0, 0.0], [-0.2, 0.0, 0.1], [0.0, 0.1, 0.0], [0.0, 0.1, 0.0], [0.0, -0.1, -0.1], [-0.1, 0.0, 0.0], [0.1, 0.0, 0.1], [0.0, -0.1, 0.1], [0.1, -0.1, 0.0], [0.2, 0.0, -0.2], [0.0, -0.1, -0.1], [0.0, 0.0, 0.0], [0.0, 0.0, 0.0], [0.1, -0.1, 0.1], [0.0, 0.0, 0.1], [0.1, 0.1, 0.0], [0.1, 0.1, 0.0], [0.0, 0.1, -0.1], [0.0, -0.1, 0.0], [-0.1, -0.1, 0.0], [0.1, 0.1, 0.0], [0.1, 0.1, -0.1], [0.0, 0.0, 0.0], [0.1, 0.0, 0.0], [0.1, -0.1, -0.1], [0.0, 0.1, -0.1], [0.0, 0.1, -0.1], [0.0, -0.1, -0.1], [-0.2, 0.0, 0.0], [0.0, 0.0, 0.0], [0.1, 0.0, 0.0], [0.0, 0.0, -0.1], [0.0, 0.0, -0.1], [0.0, 0.0, 0.0], [0.0, -0.1, 0.0], [0.0, 0.0, -0.1], [0.0, 0.1, 0.0], [0.0, 0.0, 0.0], [0.0, 0.0, 0.0], [-0.1, 0.0, -0.1], [-0.2, 0.0, 0.0], [0.0, 0.0, 0.1]]}

=====

{"formula": "H24O12", "method": "wB97M-V/def2-TZVPD", "e_tot_ev": -24956.61454, "orbital_gap_ev": 10.3, "smiles": "O.O.O.O.O.O.O.O.O.O.O.O", "relative_energy_ev": 5.0799, "species": ["O", "H", "H", "O", "H", "H", "O", "H", "H", "O", "H", "H", "O", "H", "H", "O", "H", "H", "O", "H", "H", "O", "H", "H", "O", "H", "H", "O", "H", "H", "O", "H", "H", "O", "H", "H"], "positions_angstrom": [[0.1986, -0.0066, -0.2497], [0.7460, -0.7722, -0.4146], [0.8883, 0.5439, 0.2930], [0.8829, -1.1533, 2.9124], [1.1954, -2.0183, 2.6326], [1.6661, -0.8019, 3.3832], [3.2083, 0.4458, -1.4620], [2.2099, 0.6465, -1.3725], [3.3652, 1.1697, -2.0755], [-1.1081, 3.6586, -0.3430], [-1.6003, 4.5583, -0.3365], [-0.8800, 3.6748, 0.5838], [-3.4467, -0.8315, 1.8541], [-3.2064, -0.0819, 1.3411], [-3.5436, -0.5342, 2.8438], [2.1754, -3.9861, -2.0200], [1.5749, -4.6624, -1.6439], [1.9192, -3.8689, -2.9129], [-2.5472, -2.7852, -0.4690], [-3.2736, -2.3675, -0.9141], [-2.9203, -2.9602, 0.4168], [4.0272, -0.5808, 2.1690], [4.7486, -0.1233, 2.5428], [3.5172, -0.8402, 2.9447], [1.3040, 3.6436, -2.8403], [1.2368, 4.3935, -3.3963], [1.9386, 3.0518, -3.2603], [-4.2612, 0.7276, 0.3232], [-3.6317, 1.3064, 0.6401], [-4.2556, 1.1087, -0.5844], [-1.3042, -1.1413, -3.1042], [-1.6232, -2.0128, -3.3081], [-1.9064, -0.4556, -3.1544], [0.7836, 1.6690, 3.1529], [1.3741, 1.5819, 3.9640], [1.1598, 2.1849, 2.4003]], "forces_ev_per_a": [[2.3, 2.2, 1.5], [-0.1, -0.8, -0.3], [-2.2, -1.4, -1.1], [1.0, 0.0, 0.6], [-0.2, -0.2, -0.2], [-1.0, 0.0, -0.4], [-2.8, 1.1, -0.1], [1.9, -1.1, 0.2], [0.8, 0.0, -0.2], [-1.6, 2.7, 0.1], [1.1, -2.2, -0.6], [0.5, -0.6, 0.6], [-0.2, -1.3, 4.7], [0.4, 0.2, -0.2], [0.5, -0.8, -3.1], [0.0, -0.8, 1.8], [0.5, 0.7, -0.5], [-0.5, 0.2, -1.3], [0.1, -0.7, 0.9], [-0.5, 0.5, -0.4], [0.4, 0.3, -0.5], [-1.4, -0.8, -0.3], [1.5, 0.9, 0.5], [0.1, -0.1, -0.2], [0.2, -1.3, 0.9], [0.0, 1.1, -0.9], [-0.2, 0.2, -0.1], [-2.3, 0.2, -3.6], [2.2, 2.3, 1.8], [-0.6, -0.8, 0.4], [3.1, -1.5, 0.3], [-0.8, 0.0, -0.1], [-2.2, 1.5, -0.3], [0.6, 0.2, 0.7], [-0.8, 0.7, -2.2], [0.2, -0.6, 1.5]]}